1.
54
Properties=species:S:1:pos:R:3:forces:R:3:mulliken_spin:R:1 method="wB97M-V/def2-TZVPD" orbital_gap_ev="6.33 / 6.78" homo_ev="-8.606 / -8.689" spin_multiplicity=2
Tc -0.193693 0.301032 0.120793 -0.363 -1.635 -1.743 0.954
S -4.744472 -0.266020 0.198574 -0.069 0.090 0.061 0.017
C -4.220012 0.732644 1.475837 0.051 -0.059 -0.032 -0.021
C -2.873019 0.891407 1.463184 -0.141 -0.008 -0.019 0.035
C -2.214336 0.191304 0.398541 0.165 0.364 0.102 -0.087
C -3.140060 -0.489145 -0.375453 0.060 -0.160 -0.016 0.085
C -2.927565 -1.311254 -1.575716 -0.004 0.092 0.049 0.004
C -3.991399 -1.857514 -2.299924 0.114 0.042 -0.012 0.016
C -3.716515 -2.590485 -3.435410 0.093 -0.023 -0.022 -0.006
C -2.395844 -2.760423 -3.829021 -0.028 0.038 0.055 0.014
C -1.407274 -2.189564 -3.046150 -0.043 -0.055 -0.029 -0.006
N -1.660089 -1.492857 -1.946269 -0.104 -0.054 0.329 0.006
H -4.928602 1.160815 2.162597 -0.057 0.020 0.059 0.000
H -2.383836 1.506018 2.202595 0.015 -0.024 -0.025 0.001
H -5.012949 -1.702200 -1.986306 -0.044 0.013 0.020 0.003
H -4.523068 -3.020386 -4.012046 -0.032 -0.023 -0.035 0.000
H -2.138971 -3.318658 -4.715952 0.024 -0.022 -0.052 0.001
H -0.363121 -2.292600 -3.313800 0.082 -0.002 -0.049 0.000
F 2.550028 0.936037 3.596222 -0.091 -0.002 0.014 0.000
C 1.989850 2.108417 3.316544 0.122 0.038 0.094 0.000
F 2.552825 2.603991 2.219363 -0.064 0.012 -0.057 0.000
F 2.195685 2.948120 4.321944 -0.091 -0.066 -0.057 0.000
S 0.167280 1.890092 3.058696 0.067 0.133 0.130 0.000
O 0.109342 0.714141 2.156543 0.279 0.316 -0.259 -0.014
O -0.386067 1.669781 4.345805 0.027 -0.022 -0.028 0.001
N -0.313247 3.220977 2.420380 -0.036 -0.164 -0.044 0.001
S -0.446340 3.536476 0.878783 0.129 0.221 0.024 0.004
O 0.325984 2.595982 0.061183 -0.348 -0.197 0.119 0.012
O -1.777239 3.830619 0.483651 -0.009 0.070 0.058 0.000
C 0.521220 5.129176 0.731607 0.041 0.134 -0.031 0.001
F 0.437815 5.837325 1.849079 -0.124 -0.087 -0.036 0.000
F 1.799714 4.864116 0.487301 0.054 -0.108 0.022 0.000
F 0.030474 5.838924 -0.276258 -0.029 -0.157 0.065 0.000
Cl 5.474111 -3.984549 0.088511 -0.005 0.002 0.001 -0.001
C 3.878086 -3.328456 0.285511 0.011 -0.008 -0.051 -0.008
C 3.033076 -3.249236 -0.813058 0.066 0.022 0.060 0.005
C 1.768419 -2.719465 -0.649677 -0.090 0.018 -0.023 -0.009
C 1.325807 -2.270811 0.595487 -0.048 0.053 -0.022 -0.001
C -0.036899 -1.694366 0.744922 -0.017 0.340 0.580 -0.029
C 2.190615 -2.372036 1.680913 0.067 0.081 -0.024 -0.008
C 3.467207 -2.894482 1.533010 -0.025 0.011 -0.006 0.005
H 3.371610 -3.591608 -1.779630 0.025 -0.021 -0.039 0.000
H 1.110035 -2.633603 -1.506678 -0.015 -0.017 0.021 0.001
H -0.346168 -1.651730 1.791450 -0.058 -0.209 -0.015 -0.006
H -0.770962 -2.261636 0.174942 -0.105 0.254 -0.066 0.005
H 1.866702 -2.030447 2.655559 -0.030 0.005 0.053 0.000
H 4.135799 -2.969812 2.378028 0.029 -0.004 0.025 0.000
Cl 2.440246 0.553601 -0.207675 0.288 -0.070 -0.031 -0.001
C 2.336518 1.343913 -1.811473 -0.033 0.129 0.028 0.005
Cl 3.556543 0.654669 -2.875653 -0.023 0.000 -0.032 0.000
C 0.930754 1.214737 -2.451088 0.276 0.311 -0.198 0.006
O 0.750912 1.751701 -3.506196 0.051 -0.081 -0.033 0.003
O 0.029936 0.519886 -1.806338 0.040 0.606 1.151 0.011
H 2.565153 2.397446 -1.657783 -0.048 -0.138 -0.033 0.000


2.
10
Properties=species:S:1:pos:R:3:forces:R:3:mulliken_charge:R:1 method="wB97M-V/def2-TZVPD" smiles="SP(Cl)Cl.C=N" orbital_gap_ev=9.81 homo_ev=-9.206
C 1.938037 -0.383008 -0.796113 -1.776 0.583 -0.078 -0.335
N 1.408053 0.104696 0.225326 -0.443 1.036 1.595 -0.339
P -1.654382 0.470959 -0.208190 1.598 -0.003 0.045 0.435
S -1.369414 -1.162973 1.067026 1.085 0.050 1.079 -0.246
Cl -2.503988 1.860495 0.975179 -0.174 1.032 0.895 -0.210
Cl -3.345464 -0.245123 -0.925642 -1.607 -0.875 -1.142 -0.216
H 1.232246 -1.125752 -1.149467 1.205 -1.074 -0.975 0.265
H -0.152583 -0.721219 1.632906 -1.313 -0.432 -0.890 0.221
H 2.682881 0.187769 -1.309344 0.707 -0.439 -0.842 0.265
H 1.764616 1.014157 0.488320 0.717 0.121 0.312 0.160


3.
14
Properties=species:S:1:pos:R:3:forces:R:3:mulliken_charge:R:1 method="wB97M-V/def2-TZVPD" smiles="I[C@@H]1C2=CCC[C@H]21" orbital_gap_ev=8.44 homo_ev=-8.401
C -0.550450 0.985247 0.888692 -0.360 -3.541 -2.508 -0.739
C -0.687139 -0.384981 0.846120 1.011 1.593 -0.811 0.374
C -0.176092 1.474989 -0.493725 0.527 2.368 0.691 -0.530
C 0.577878 0.246648 -1.048006 1.937 0.297 1.858 -0.759
C -0.147691 -0.981401 -0.462743 2.445 3.472 2.000 -0.409
C 0.247985 -1.480142 0.920315 -1.217 -1.953 0.858 -0.382
I -0.802312 -3.438161 1.343441 0.725 0.694 -0.090 -0.079
H -0.830310 1.567162 1.673240 -0.160 1.718 2.322 0.509
H -1.098292 1.889933 -0.955181 0.550 -0.589 -0.505 0.295
H 0.528973 2.407552 -0.394878 -1.216 -1.637 -0.177 0.276
H 0.813046 0.239374 -2.083910 -0.328 -0.099 -1.070 0.430
H 1.624541 0.335245 -0.556789 -1.471 -0.263 -0.608 0.197
H -0.690014 -1.444023 -1.195148 -1.672 -2.003 -0.938 0.398
H 1.189877 -1.417442 1.518572 -0.772 -0.056 -1.023 0.419


4.
61
Properties=species:S:1:pos:R:3:forces:R:3:mulliken_charge:R:1 method="wB97M-V/def2-TZVPD" orbital_gap_ev=6.91 homo_ev=-11.817 total_charge=+1
Na 0.434675 0.444404 0.868296 -0.014 -0.048 -0.118 1.000
C -4.754892 1.302448 -3.284005 -0.478 -1.735 0.838 -1.300
C -4.281584 2.657438 -2.973743 -2.295 3.210 -3.774 0.749
C -5.403495 3.780815 -2.903933 -0.620 -0.469 -0.120 -1.364
O -3.514226 2.727082 -1.897775 2.570 -0.841 3.870 -0.559
H -5.548777 1.045376 -2.582751 -0.391 -0.222 -0.262 0.321
H -3.983435 0.556285 -3.093777 0.345 0.119 0.044 0.339
H -5.036639 1.135455 -4.323638 -0.333 0.412 0.156 0.343
H -3.704415 2.957867 -3.848221 0.378 0.158 -0.365 0.077
H -6.405674 3.511519 -3.237440 0.123 -0.631 -0.464 0.351
H -5.179960 4.671338 -3.491391 0.417 -0.032 0.105 0.349
H -5.655504 4.097524 -1.891870 0.604 -0.037 0.369 0.379
H -3.419444 3.606776 -1.525272 -0.272 0.061 -0.356 0.314
C 3.690363 1.699152 -5.207117 -0.371 0.467 -0.828 -1.162
C 2.158425 1.334554 -5.224331 -0.033 -2.277 -2.340 0.483
C 1.566809 0.701937 -6.580997 1.086 0.488 -0.200 -1.391
O 1.900442 0.306326 -4.257100 -0.272 0.987 1.274 -0.567
H 4.137156 1.840585 -6.191221 -0.512 -0.042 -0.469 0.344
H 4.362310 0.952127 -4.784566 -0.586 -0.246 0.427 0.327
H 3.907837 2.660466 -4.741636 -0.288 -0.101 0.451 0.293
H 1.489896 2.194320 -5.180020 0.307 0.069 1.391 0.265
H 1.089988 1.453874 -7.209758 0.408 0.219 -0.129 0.372
H 0.783282 -0.050131 -6.488308 -0.048 0.073 0.924 0.370
H 2.340074 0.189095 -7.152969 0.209 0.207 -0.161 0.350
H 2.074860 -0.554531 -4.644513 0.078 0.153 -0.257 0.315
C -0.322149 -6.342876 1.030834 -0.104 -1.512 -0.814 -1.524
C 0.338105 -5.000638 0.897857 0.502 -0.352 -1.173 0.665
C 1.726556 -5.064266 0.126533 -1.183 -0.417 1.427 -1.125
O -0.551220 -4.172375 0.146956 0.289 0.738 0.197 -0.555
H 0.282345 -7.084201 1.553440 -0.026 0.205 0.377 0.366
H -0.526552 -6.817322 0.071025 0.297 0.203 -0.443 0.383
H -1.325445 -6.311530 1.455696 0.120 0.332 0.590 0.389
H 0.433506 -4.683004 1.936169 0.461 0.766 -0.014 0.162
H 2.393186 -4.217532 0.290101 -0.287 0.172 0.076 0.290
H 1.610533 -5.225915 -0.945149 -0.268 -0.048 0.150 0.316
H 2.201092 -5.932612 0.583590 0.383 -0.037 -0.294 0.323
H -1.442869 -4.394324 0.424977 -0.162 0.057 -0.040 0.311
C 6.514804 4.227664 0.910566 0.887 -2.574 -0.672 -1.094
C 5.896226 2.895075 1.363816 -0.159 -0.331 3.094 0.204
C 6.570261 2.199414 2.615524 1.034 0.300 -0.831 -1.223
O 4.600933 3.246221 1.824508 -1.287 -0.549 0.011 -0.553
H 7.032983 4.755131 1.711406 -0.269 0.047 -0.028 0.317
H 5.763585 4.807677 0.374520 0.319 0.000 0.067 0.313
H 7.244068 3.756840 0.251313 0.679 1.272 -0.590 0.321
H 5.829706 2.049023 0.679824 -0.261 0.729 -0.851 0.338
H 6.600825 2.870866 3.473617 0.037 0.136 0.019 0.353
H 7.589653 1.880481 2.398225 0.371 0.490 -0.118 0.343
H 6.169032 1.243466 2.952096 -0.912 0.207 -0.324 0.330
H 4.810979 3.716480 2.634651 -0.513 0.212 0.208 0.351
C -4.245186 -0.913860 7.213280 -0.877 -1.133 1.373 -1.463
C -4.142344 -1.863920 5.989268 -1.333 2.614 1.698 0.645
C -5.252061 -1.758161 4.991481 -0.983 -0.794 -0.702 -1.122
O -2.984557 -1.364547 5.410940 1.831 -0.833 -1.339 -0.538
H -5.081470 -1.137192 7.875742 -0.302 -0.127 -0.072 0.368
H -4.233141 0.172052 7.119645 -0.003 -0.147 -0.939 0.319
H -3.386507 -1.176046 7.831355 0.252 0.106 0.217 0.424
H -4.129225 -2.874696 6.397029 0.668 -0.258 -0.249 0.161
H -4.853691 -1.792312 3.977458 0.097 0.186 -0.004 0.299
H -5.949718 -0.925192 5.078288 0.413 0.267 0.157 0.284
H -5.872694 -2.651278 5.063982 -0.163 -0.034 0.033 0.308
H -2.357621 -1.338691 6.137494 0.436 0.166 -0.201 0.316


Which M belongs to each record? In order, 791.9; 164.0; 206.0; 323.5 u.
Which ΔE to the lowest compared entry with this formula, charge and spin belongs to each record? In order, 60.9; 139.8; 261.0; 590.3 kJ/mol.
Which calculated total energy belongs to each record? In order, -4585.9564; -1755.1850; -530.3665; -1133.6631 hartree.